Run A
Entry from the OMol25 dataset: an isolated molecule of C4H6N2O (ωB97M-V/def2-TZVPD).

Bonds (Å) are listed after each position.
Geometry (Å):
1 O -2.754 0.795 -0.003  C6 1.340, H10 0.969
2 N -0.415 1.013 -0.058  C5 1.396, C6 1.296
3 N -1.309 -1.040 -0.133  C6 1.367, C7 1.403, H11 1.009
4 C 2.035 0.450 0.034  C5 1.488, H8 1.096, H12 1.094, H13 1.093
5 C 0.605 0.061 -0.103  N2 1.396, C4 1.488, C7 1.353
6 C -1.505 0.311 -0.050  O1 1.340, N2 1.296, N3 1.367
7 C 0.086 -1.186 -0.164  N3 1.403, C5 1.353, H9 1.081
8 H 2.168 0.995 0.977  C4 1.096
9 H 0.543 -2.157 -0.295  C7 1.081
10 H -2.658 1.759 0.037  O1 0.969
11 H -1.829 -1.655 0.475  N3 1.009
12 H 2.664 -0.444 0.064  C4 1.094
13 H 2.369 1.098 -0.781  C4 1.093

The value obtained for the highest occupied orbital energy is -8.3 eV. As for the frontier orbital gap: 9.120 eV. For the molar mass, the calculation gives 98.10 g/mol. The charge is 0. The SMILES is Cc1c[nH]c(O)n1. Its multiplicity is 1.

=====

Run B
Entry from the OMol25 dataset: an isolated molecule of C4H6N2O (ωB97M-V/def2-TZVPD).

Bonds (Å) are listed after each position.
Geometry (Å):
1 O -2.131 1.374 0.665  C4 1.219
2 N 2.237 0.947 -0.218  N3 1.364, H11 1.019, H12 1.021
3 N 1.000 0.652 0.276  N2 1.364, C5 1.317
4 C -1.123 1.024 0.076  O1 1.219, C7 1.690, H13 1.105
5 C 0.611 -0.597 0.122  N3 1.317, C7 1.434, H9 1.098
6 C -1.659 -1.633 -0.026  C7 1.331, H8 1.087, H10 1.087
7 C -0.800 -0.621 -0.132  C4 1.690, C5 1.434, C6 1.331
8 H -2.722 -1.441 0.102  C6 1.087
9 H 1.288 -1.443 -0.058  C5 1.098
10 H -1.336 -2.667 -0.116  C6 1.087
11 H 2.374 1.929 -0.455  N2 1.019
12 H 2.995 0.738 0.433  N2 1.021
13 H -0.732 1.738 -0.671  C4 1.105

The value obtained for the highest occupied orbital energy is -8.8 eV. As for the frontier orbital gap: 8.614 eV. For the molar mass, the calculation gives 98.10 g/mol. The charge is 0. The SMILES is C=C(C=O)/C=N/N. Its multiplicity is 1.

=====

run A comes first in stability; the runner-up is 4.403 eV higher.

=====

Run A
Entry from the OMol25 dataset: an isolated molecule of C4H6N2O (ωB97M-V/def2-TZVPD).

Bonds (Å) are listed after each position.
Geometry (Å):
1 O 0.510 -1.097 0.738  C4 1.384, C5 1.277
2 N 0.639 -0.365 -1.296  C4 1.392, C7 1.496, H9 1.009
3 N 2.030 2.077 0.886  C6 1.169
4 C 1.220 -0.200 -0.042  O1 1.384, N2 1.392, C6 1.432
5 C -0.446 -0.621 1.439  O1 1.277, H10 1.086, H11 1.078
6 C 1.559 1.069 0.529  N3 1.169, C4 1.432
7 C -0.849 -0.265 -1.403  N2 1.496, H8 1.102, H12 1.105, H13 1.084
8 H -1.357 -1.209 -1.146  C7 1.102
9 H 1.139 0.114 -2.029  N2 1.009
10 H -0.654 0.442 1.382  C5 1.086
11 H -1.014 -1.331 2.018  C5 1.078
12 H -1.367 0.534 -0.843  C7 1.105
13 H -1.039 -0.075 -2.453  C7 1.084

The value obtained for the highest occupied orbital energy (alpha / beta) is -7.5 / -8.4 eV. As for the frontier orbital gap (alpha / beta): 6.581 / 8.903 eV. For the molar mass, the calculation gives 98.10 g/mol. The charge is 0. Its multiplicity is 1.

=====

Run B
Entry from the OMol25 dataset: an isolated molecule of C4H6N2O (ωB97M-V/def2-TZVPD).

Bonds (Å) are listed after each position.
Geometry (Å):
1 O -2.743 -0.309 0.048  C5 1.215
2 N 2.431 -0.593 0.147  C4 1.282, H13 0.986
3 N 0.481 0.367 -0.352  C4 1.309, C6 1.455, C7 1.484
4 C 1.756 0.474 -0.076  N2 1.282, N3 1.309, H9 1.193
5 C -1.535 -0.181 0.052  O1 1.215, C6 1.587, C7 1.646
6 C -0.654 1.137 0.133  N3 1.455, C5 1.587, H8 1.198, H12 1.170
7 C -0.097 -0.973 -0.083  N3 1.484, C5 1.646, H10 1.092, H11 1.131
8 H -0.236 1.263 1.249  C6 1.198
9 H 2.321 1.518 -0.194  C4 1.193
10 H 0.314 -1.343 0.858  C7 1.092
11 H -0.095 -1.707 -0.943  C7 1.131
12 H -0.944 2.086 -0.488  C6 1.170
13 H 3.376 -0.505 0.415  N2 0.986

The value obtained for the highest occupied orbital energy is -9.2 eV. As for the frontier orbital gap: 9.970 eV. For the molar mass, the calculation gives 98.11 g/mol. The charge is 0. The SMILES is [H]/N=C/N1CC(=O)C1. Its multiplicity is 1.

=====

run B comes first in stability; the runner-up is 2.035 eV higher.

=====

Run A
Entry from the OMol25 dataset: a cluster of 2 separate species, C4H6N2O in total (ωB97M-V/def2-TZVPD).

Bonds (Å) are listed after each position.
Geometry (Å):
1 O 1.057 -0.584 -1.612  C4 1.440, C6 1.313
2 N -0.974 0.471 -1.314  N3 1.249, C6 1.225
3 N -1.963 1.002 -0.766  N2 1.249, H10 1.026
4 C 0.784 -1.545 -0.576  O1 1.440, H8 1.095, H11 1.090, H13 1.095
5 C 0.872 1.126 2.422  C7 1.205, H9 1.068
6 C 0.153 0.354 -1.779  O1 1.313, N2 1.225
7 C -0.084 1.359 1.728  C5 1.205, H12 1.077
8 H -0.145 -2.078 -0.809  C4 1.095
9 H 1.720 0.938 3.044  C5 1.068
10 H -2.807 0.680 -1.254  N3 1.026
11 H 1.627 -2.236 -0.573  C4 1.090
12 H -0.938 1.547 1.100  C7 1.077
13 H 0.698 -1.033 0.388  C4 1.095

The value obtained for the highest occupied orbital energy is -9.1 eV. As for the frontier orbital gap: 9.291 eV. For the molar mass, the calculation gives 98.10 g/mol. The charge is 0. Its multiplicity is 1.

=====

Run B
Entry from the OMol25 dataset: an isolated molecule of C4H6N2O (ωB97M-V/def2-TZVPD).

Bonds (Å) are listed after each position.
Geometry (Å):
1 O -1.904 0.402 -1.756  C4 1.348, H8 0.970
2 N 1.032 0.691 1.947  C6 1.404, H10 1.019, H12 1.021
3 N -0.521 0.851 0.103  C4 1.362, C6 1.392, H9 1.005
4 C -0.794 0.150 -1.033  O1 1.348, N3 1.362, C7 1.361
5 C 1.061 -0.722 -0.136  C6 1.360, C7 1.455, H11 1.087
6 C 0.596 0.258 0.684  N2 1.404, N3 1.392, C5 1.360
7 C 0.121 -0.835 -1.241  C4 1.361, C5 1.455, H13 1.089
8 H -1.772 -0.088 -2.582  O1 0.970
9 H -1.189 1.435 0.574  N3 1.005
10 H 1.610 -0.050 2.341  N2 1.019
11 H 2.034 -1.195 -0.029  C5 1.087
12 H 0.226 0.813 2.561  N2 1.021
13 H -0.498 -1.711 -1.432  C7 1.089

The value obtained for the highest occupied orbital energy is -7.2 eV. As for the frontier orbital gap: 8.033 eV. For the molar mass, the calculation gives 98.10 g/mol. The charge is 0. The SMILES is Nc1ccc(O)[nH]1. Its multiplicity is 1.

=====

Run C
Entry from the OMol25 dataset: an isolated molecule of C4H6N2O (ωB97M-V/def2-TZVPD).

Bonds (Å) are listed after each position.
Geometry (Å):
1 O 2.641 -1.090 0.325  C4 1.212
2 N 0.323 -1.085 0.332  C4 1.387, C6 1.455, H11 1.011
3 N -1.967 -0.275 0.119  C6 1.446, H12 1.017, H13 1.016
4 C 1.582 -0.505 0.380  O1 1.212, N2 1.387, C5 1.497
5 C 1.326 0.970 0.417  C4 1.497, C7 1.331, H8 1.083
6 C -0.589 -0.142 -0.297  N2 1.455, N3 1.446, C7 1.513, H10 1.105
7 C 0.065 1.178 0.047  C5 1.331, C6 1.513, H9 1.086
8 H 2.097 1.696 0.643  C5 1.083
9 H -0.444 2.130 -0.075  C7 1.086
10 H -0.465 -0.272 -1.387  C6 1.105
11 H 0.300 -2.055 0.049  N2 1.011
12 H -2.495 0.531 -0.208  N3 1.017
13 H -2.375 -1.082 -0.345  N3 1.016

The value obtained for the highest occupied orbital energy is -9.8 eV. As for the frontier orbital gap: 10.359 eV. For the molar mass, the calculation gives 98.10 g/mol. The charge is 0. The SMILES is N[C@H]1C=CC(=O)N1. Its multiplicity is 1.

=====

run C comes first in stability; the runner-up is 1.123 eV higher.